Entry 1:
This record from the Open Molecules 2025 dataset describes C12H29BrIKMg2N3O14PS2 as an isolated structure in a non-equilibrium geometry. The level of theory is wB97M-V/def2-TZVPD.

Structure (XYZ):
```
66
Properties=species:S:1:pos:R:3:lowdin_charge:R:1
C -2.504 -5.940 0.617 -0.13
O -0.635 3.798 0.369 0.00
Mg 1.295 -1.542 -1.435 0.98
H -2.837 -3.433 -5.115 0.02
O 0.146 5.776 7.493 0.07
C -1.067 -0.268 -3.756 -0.42
H -3.343 -5.308 0.394 0.05
I -2.342 -5.114 -2.528 1.02
O -0.793 5.853 5.453 0.17
O -1.678 -0.899 2.222 -0.05
O 1.833 2.138 -1.106 -0.12
H -1.505 -4.074 0.478 0.09
O 3.507 2.921 -2.229 -0.02
C -0.246 4.096 1.491 -0.55
H 2.529 4.143 3.098 0.09
S 0.206 -3.123 -4.069 0.35
H 1.495 5.093 8.927 0.13
Br -1.437 -7.771 -2.447 0.09
H -2.550 -6.837 0.028 0.03
H -1.278 -1.519 1.604 0.00
C -1.243 -5.113 0.331 -0.31
N 3.081 2.321 -1.230 -0.63
O 0.551 -7.446 -5.524 -0.36
H 0.019 -7.511 -4.749 -0.25
H -1.773 -0.416 -2.890 -0.17
H -0.004 -0.256 -3.394 0.01
C -2.836 -2.369 -4.960 -0.31
C -1.156 4.089 2.699 0.00
H -3.321 -2.173 -4.013 0.02
C 2.589 3.989 -4.866 -0.34
O 0.355 4.033 6.110 0.04
N 1.043 4.446 1.673 0.03
H -0.795 3.379 3.444 0.08
C 1.705 4.833 2.903 -0.06
H -3.406 -1.865 -5.722 0.04
C 1.241 3.777 7.207 -0.11
O 1.336 -3.851 -0.451 -0.33
H 1.019 4.820 3.741 0.04
C -0.717 -5.315 -1.093 -0.79
H -0.458 -5.377 1.019 0.11
H -1.053 -0.875 2.954 0.05
H -1.216 5.082 3.138 0.07
P -1.148 -1.675 -4.948 0.89
H 3.148 3.018 -4.711 0.11
O 1.465 -5.189 -2.417 -0.32
O -0.186 -4.418 -4.638 -0.47
K -2.007 0.465 -1.668 0.92
H -0.309 -6.302 -1.167 -0.04
O 1.368 4.028 -4.392 -0.10
H -1.302 0.706 -4.239 0.08
Mg 0.202 -6.366 -3.942 0.50
H 1.587 4.422 0.823 0.14
C 0.715 4.717 8.272 -0.11
H 2.698 4.133 -5.973 0.09
O 1.522 -2.737 -4.388 -0.30
H 2.114 5.839 2.790 0.09
H 3.305 4.727 -4.454 0.07
C -0.161 5.280 6.272 -0.57
O 3.854 1.899 -0.361 -0.06
H -0.070 4.266 8.880 0.13
S 0.614 -4.304 -1.601 0.42
H 1.198 2.734 7.505 0.13
H -2.508 -6.238 1.652 0.08
H -2.151 3.787 2.387 0.08
H 2.260 4.017 6.901 0.13
N 0.036 -3.002 -2.395 -0.50
```

Values from the calculation:
HOMO energy = -0.2405 hartree
multiplicity = 1

Entry 2:
This record from the Open Molecules 2025 dataset describes C12H29ClGaN2O7 as an isolated structure. The level of theory is wB97M-V/def2-TZVPD.

Structure (XYZ):
```
52
Properties=species:S:1:pos:R:3:lowdin_charge:R:1
H -1.660 3.376 -3.307 0.09
H 1.776 2.020 2.009 0.02
H 0.268 -3.732 2.623 0.13
H -1.563 -3.458 -1.266 0.09
N 3.749 -1.321 1.811 -0.19
H 0.832 1.196 -1.291 0.05
H 0.979 -3.798 0.314 0.09
C -4.655 1.378 -2.224 -0.11
H -0.271 2.732 0.142 0.08
C 5.507 1.723 -0.311 -0.40
O 0.437 -5.448 1.475 -0.20
H -2.216 -5.237 1.677 0.12
C -4.515 2.924 -0.435 -0.21
C -3.446 3.975 -0.626 -0.21
H -3.882 4.877 -1.069 0.12
C 1.057 1.019 -0.237 -0.21
H 0.480 0.138 0.049 0.06
H -3.383 3.806 -3.216 0.08
H -2.791 -4.556 -0.597 0.08
O -5.150 2.576 -1.655 -0.19
H -2.134 5.014 -2.815 0.09
Ga 2.991 0.592 -0.090 0.07
C 0.572 2.182 0.568 -0.34
Cl 3.496 -1.072 -1.511 0.10
H 6.002 2.324 -1.084 0.10
H -5.074 1.298 -3.225 0.09
C -1.772 -4.170 -0.470 -0.12
O -1.645 -3.476 0.753 -0.18
H 5.725 0.675 -0.549 0.08
H -3.565 1.383 -2.291 0.08
H 2.252 -4.432 1.370 0.07
O -2.377 3.499 -1.420 -0.20
C 6.105 2.065 1.044 -0.10
H -2.210 -3.775 2.681 0.12
H -1.064 -4.998 -0.539 0.08
N 0.987 2.590 1.694 0.07
O 3.340 -0.051 1.707 -0.23
H -4.074 2.036 0.031 0.13
O 4.128 2.001 -0.338 -0.26
H 5.604 1.495 1.823 0.06
H -4.970 0.507 -1.639 0.09
C -1.669 -4.312 1.895 -0.21
C -2.401 3.953 -2.757 -0.11
H -5.282 3.315 0.240 0.12
C -0.282 -4.651 2.398 -0.21
H -3.037 4.242 0.354 0.13
H 5.983 3.129 1.243 0.07
H 7.170 1.823 1.064 0.06
H -0.382 -5.225 3.326 0.12
O 2.866 -2.097 2.003 -0.05
C 1.406 -4.708 0.739 -0.10
H 1.758 -5.346 -0.070 0.09
```

Values from the calculation:
net charge = -1
HOMO energy = -0.2148 hartree
multiplicity = 1

Entry 3:
This record from the Open Molecules 2025 dataset describes C12H29FeNO2S2 as an isolated structure in a non-equilibrium geometry. The level of theory is wB97M-V/def2-TZVPD.

Structure (XYZ):
```
47
Properties=species:S:1:pos:R:3:mulliken_spin:R:1
H -2.157 -2.998 -0.318 0.01
H 1.739 -2.178 2.272 0.00
H -1.628 1.153 -3.042 0.00
H -2.182 -0.549 3.282 0.00
C -2.173 0.193 2.466 0.00
H 2.468 1.306 -2.655 0.02
H 1.644 1.529 2.230 0.00
C -0.135 -2.390 -2.284 0.00
C -0.555 1.290 -3.227 0.02
H -1.948 1.006 -0.709 0.00
H 3.468 -1.575 2.205 0.01
H 0.083 -1.009 3.127 0.00
H -1.850 -1.794 0.978 0.00
H 2.823 -0.520 -2.442 0.02
C -1.570 1.957 -0.319 0.03
H -2.287 -1.242 -0.668 0.00
H 1.020 2.736 -2.907 0.00
H 2.233 0.294 3.410 0.01
H 2.574 -2.077 0.692 0.00
H 3.881 0.068 -0.289 0.00
C 3.044 0.664 -0.648 0.23
H -0.816 -3.252 -2.320 0.00
H -0.585 -1.390 -4.165 0.00
Fe 0.962 0.070 -0.937 4.07
S 0.027 -2.039 -0.476 0.16
O -0.840 0.456 2.022 0.02
H -2.118 2.795 -0.749 0.01
C -1.755 -2.005 -0.090 0.01
C 2.630 0.462 -1.970 -0.11
N 0.137 0.034 -2.741 0.08
H 3.010 1.658 -0.203 0.01
H -0.357 1.343 -4.308 0.00
C 1.562 0.474 2.537 0.01
H -2.585 1.142 2.834 0.00
C -0.685 -1.212 -3.075 0.02
C 0.033 2.480 -2.506 0.01
C 0.142 0.090 2.979 0.00
H 0.876 -2.670 -2.629 0.00
S 0.189 2.224 -0.675 0.24
H -1.645 1.929 0.769 0.00
H -2.803 -0.169 1.640 0.00
H 0.910 -0.046 -3.403 0.00
H -0.066 0.582 3.953 0.00
H -0.618 3.355 -2.575 0.00
C 2.485 -1.620 1.693 0.01
O 2.003 -0.300 1.435 0.09
H -1.731 -0.999 -2.810 0.00
```

Values from the calculation:
net charge = +3
HOMO energy (alpha / beta) = -0.7102 / -0.7088 hartree
multiplicity = 6

Entry 4:
This record from the Open Molecules 2025 dataset describes a 3-piece molecular cluster, C12H29N5O4PS overall in a non-equilibrium geometry. The level of theory is wB97M-V/def2-TZVPD.

Structure (XYZ):
```
52
Properties=species:S:1:pos:R:3:lowdin_charge:R:1
H -4.094 -2.036 0.584 0.19
H -5.627 1.991 -1.611 0.13
C 0.818 -4.342 2.415 -0.19
H 0.049 -4.966 1.948 0.12
H 0.147 -4.816 4.426 0.13
H 1.390 -5.893 3.776 0.13
H 5.269 0.984 -2.212 0.13
C -4.396 -0.120 -0.470 -0.23
H 1.725 -4.418 1.807 0.13
C 1.065 -4.850 3.831 -0.20
H 2.372 1.887 -2.761 0.08
P -0.856 1.754 -0.106 0.41
C -2.296 0.537 -0.012 -0.38
H 5.976 3.687 -4.311 0.09
C 4.424 1.181 -2.879 -0.20
O 0.322 -3.002 2.418 -0.22
O 2.109 -4.123 4.472 -0.19
H -6.050 0.732 -2.851 0.14
C 5.923 2.865 -3.596 -0.11
N -7.974 2.454 -0.832 0.09
H 0.971 -1.063 2.458 0.08
O 3.567 2.938 -1.420 -0.20
S -0.445 2.017 -2.008 0.17
H -6.233 -0.941 -0.797 0.17
H -8.993 2.561 -0.709 0.06
N -2.422 -0.760 0.562 0.07
H 2.431 -2.432 5.574 0.09
N -3.476 0.986 -0.657 0.13
N -5.639 -0.115 -0.944 0.07
H -8.582 0.664 -1.797 0.12
H 0.303 1.357 0.629 -0.02
H 1.551 -2.023 1.077 0.09
H -1.315 3.022 0.418 0.01
C 1.615 -3.123 5.353 -0.11
H 3.343 4.037 -3.189 0.09
H 6.842 2.274 -3.667 0.09
H 3.667 4.958 -1.712 0.09
N -3.705 -1.132 0.278 0.09
C -7.720 1.328 -1.456 -0.19
C 3.232 1.733 -2.103 -0.23
H 4.132 0.231 -3.338 0.12
C 1.340 -2.045 2.152 -0.12
H 2.943 1.003 -1.339 0.11
H -1.684 -1.272 1.058 0.17
H 2.261 -2.253 2.700 0.09
H 1.283 -3.587 6.286 0.09
C -6.189 1.010 -1.746 -0.14
O 4.807 2.053 -3.937 -0.19
H 5.836 3.284 -2.592 0.08
H 2.060 4.243 -1.963 0.07
C 3.134 4.098 -2.119 -0.11
H 0.791 -2.557 4.913 0.08
```

Values from the calculation:
net charge = +1
HOMO energy = -0.3934 hartree
multiplicity = 1

Entry 5:
This record from the Open Molecules 2025 dataset describes C12H29NO2S2V as an isolated structure in a non-equilibrium geometry. The level of theory is wB97M-V/def2-TZVPD.

Structure (XYZ):
```
47
Properties=species:S:1:pos:R:3:mulliken_spin:R:1
H 1.819 3.996 -1.051 0.00
H 1.552 -4.616 -2.749 0.00
H -3.039 3.002 0.860 0.00
C -0.558 -4.626 -2.428 0.00
H -1.430 1.904 3.346 0.00
H -1.413 -1.808 -2.863 0.00
S 0.682 1.884 -1.369 -0.04
C 1.055 3.456 -0.477 0.01
H 2.074 -1.171 0.305 0.01
H -2.850 -1.271 0.271 -0.01
C -2.685 -0.802 -0.709 0.01
H 2.314 0.220 -1.987 0.00
N 1.846 -0.257 0.716 0.00
H -2.872 1.109 -1.693 0.00
C 2.340 1.082 -1.307 0.01
C -3.018 0.681 -0.685 0.02
H -4.040 0.883 -0.323 0.00
S -0.825 -0.291 2.582 -0.07
C 0.714 -4.891 -2.099 0.00
H 0.665 -2.145 2.372 0.00
H 0.252 -1.324 -2.372 -0.01
H -3.239 -1.326 -1.502 0.00
C -0.529 1.292 3.482 0.01
C 2.013 -0.443 2.180 0.01
H 2.993 1.845 -1.741 0.00
C -0.802 -1.030 -2.384 0.03
H -1.912 3.208 -0.542 0.00
H 2.929 1.571 0.720 0.00
H -1.264 2.947 1.126 -0.01
C 0.800 -1.137 2.785 0.00
H 0.140 4.059 -0.445 0.00
H -0.820 -4.121 -3.363 0.00
H -0.925 -0.051 -2.880 0.00
H 2.190 0.526 2.657 0.00
H 0.887 -1.216 3.872 0.00
H 0.966 -5.432 -1.181 0.00
H -0.411 1.045 4.544 0.00
H 2.903 -1.067 2.343 0.00
O -2.063 1.287 0.260 -0.04
H 3.782 0.183 0.010 0.00
V -0.106 0.238 0.308 2.07
H 1.404 3.273 0.546 0.00
C -2.075 2.707 0.425 0.01
H 0.347 1.847 3.119 0.00
O -1.209 -0.961 -0.975 -0.02
H -1.389 -4.946 -1.790 0.00
C 2.809 0.687 0.085 0.01
```

Values from the calculation:
net charge = +3
HOMO energy (alpha / beta) = -0.6327 / -0.6327 hartree
multiplicity = 3

Entry 6:
This record from the Open Molecules 2025 dataset describes C12H30BaN2O6 as an isolated structure in a non-equilibrium geometry. The level of theory is wB97M-V/def2-TZVPD.

Structure (XYZ):
```
51
Properties=species:S:1:pos:R:3:lowdin_charge:R:1
H 17.671 -20.615 29.986 0.03
O 14.295 -23.179 32.768 -0.50
H 12.259 -24.357 26.235 0.08
H 16.364 -25.596 34.242 0.05
C 14.195 -23.709 27.088 -0.47
O 15.093 -25.741 29.986 -0.44
H 18.099 -22.609 26.256 0.08
C 16.102 -26.732 29.701 -0.16
H 12.832 -22.779 25.616 0.08
C 15.463 -22.925 26.667 -0.22
H 16.535 -18.843 31.395 0.05
C 17.372 -26.083 29.035 -0.44
H 14.145 -27.261 31.078 0.08
H 17.893 -27.913 27.842 0.06
H 14.085 -24.603 34.236 0.05
N 17.998 -25.012 29.720 -0.02
C 13.133 -23.734 26.045 -0.08
O 15.255 -20.408 31.193 -0.46
C 13.888 -26.420 30.433 -0.09
H 18.901 -24.726 29.369 0.09
C 16.494 -19.915 31.586 -0.50
Ba 15.824 -23.273 30.282 1.84
H 16.493 -20.011 32.672 0.08
H 16.322 -27.151 30.683 0.12
N 13.682 -23.203 28.320 -0.01
H 14.670 -24.688 27.154 0.13
H 15.256 -21.869 26.493 0.13
H 15.503 -27.472 29.171 0.11
H 13.223 -26.727 29.626 0.08
H 15.452 -23.516 34.343 0.07
H 13.409 -25.705 31.102 0.09
C 14.880 -24.137 33.653 -0.45
H 13.498 -22.221 28.175 0.09
H 17.489 -21.288 27.343 0.09
H 18.706 -20.059 31.130 0.05
H 15.573 -26.092 32.825 0.03
H 18.225 -25.444 30.604 0.07
H 13.658 -24.240 25.235 0.07
C 17.641 -22.359 27.213 -0.09
H 12.764 -23.617 28.401 0.08
C 17.774 -20.621 31.071 -0.54
H 17.075 -25.727 28.048 0.11
H 19.223 -26.873 27.974 0.06
H 15.854 -23.401 25.768 0.12
H 18.817 -27.782 29.307 0.07
C 16.014 -25.208 33.285 -0.46
H 18.383 -22.619 27.968 0.09
O 18.145 -21.915 31.397 -0.46
O 16.480 -23.097 27.608 -0.34
C 18.338 -27.191 28.527 -0.08
O 17.203 -24.721 32.638 -0.44
```

Values from the calculation:
net charge = -2
HOMO energy = 0.0411 hartree
multiplicity = 1

| no. | electronic energy (eV) |
| --- | --- |
| 1 | -182353.0005 |
| 2 | -95124.8845 |
| 3 | -74524.4581 |
| 4 | -48666.9348 |
| 5 | -65828.1596 |
| 6 | -28882.3427 |